# 1
ORCA calculation (ωB97M-V with the def2-TZVPD basis set) on a 3-piece molecular cluster, C15H37I2N3O6P overall at a distorted geometry.

Each line ends with the natural charge from an NBO analysis.
CARTESIAN COORDINATES (ANGSTROEM)
C 1.48 4.35 0.84  -0.65
C 1.23 3.03 0.07  -0.30
I 3.06 1.83 0.19  0.00
C 0.02 2.16 0.65  -0.12
I 0.90 0.67 2.04  -0.11
N -0.91 2.90 1.43  -1.11
P -2.29 3.28 0.52  1.38
O -2.95 4.61 1.39  -1.01
O -1.90 3.76 -1.09  -1.04
H 1.87 4.16 1.85  0.22
H 0.51 4.88 0.90  0.23
H 2.19 4.96 0.26  0.20
H 1.02 3.25 -0.99  0.21
H -0.44 1.56 -0.16  0.18
H -2.27 4.84 2.04  0.48
H -1.29 4.51 -1.11  0.46
C 3.92 -1.56 3.32  -0.25
O 2.81 -1.81 4.17  -0.56
C 1.86 -2.72 3.61  -0.08
C 1.85 -4.03 4.39  -0.24
N 3.08 -4.78 4.16  -0.63
C 3.26 -5.92 5.07  -0.25
C 3.40 -5.62 6.56  -0.08
O 4.60 -4.94 6.91  -0.55
C 4.54 -3.53 6.78  -0.25
H 4.51 -0.76 3.78  0.19
H 4.55 -2.44 3.22  0.15
H 3.58 -1.23 2.34  0.19
H 2.04 -2.89 2.55  0.19
H 0.88 -2.24 3.71  0.20
H 1.00 -4.63 4.07  0.19
H 1.72 -3.78 5.45  0.16
H 3.87 -4.16 4.28  0.35
H 4.16 -6.44 4.75  0.20
H 2.42 -6.61 4.93  0.19
H 3.45 -6.58 7.08  0.18
H 2.53 -5.10 6.98  0.16
H 3.55 -3.13 6.98  0.18
H 4.88 -3.22 5.79  0.16
H 5.24 -3.10 7.50  0.18
C -5.20 1.44 -7.38  -0.24
O -4.00 2.19 -7.23  -0.56
C -4.11 3.26 -6.30  -0.07
C -3.26 3.00 -5.07  -0.24
N -3.82 1.92 -4.26  -0.62
C -2.93 1.45 -3.20  -0.28
C -1.61 0.80 -3.63  -0.09
O -1.75 -0.44 -4.30  -0.55
C -1.98 -0.34 -5.70  -0.24
H -5.05 0.74 -8.20  0.19
H -5.42 0.87 -6.47  0.16
H -6.04 2.10 -7.62  0.16
H -5.15 3.46 -6.03  0.17
H -3.72 4.16 -6.81  0.18
H -3.22 3.91 -4.46  0.20
H -2.25 2.76 -5.41  0.16
H -4.04 1.14 -4.87  0.34
H -3.49 0.71 -2.63  0.20
H -2.72 2.28 -2.52  0.25
H -1.06 0.58 -2.71  0.20
H -0.97 1.48 -4.20  0.16
H -1.49 0.53 -6.14  0.17
H -3.06 -0.32 -5.91  0.15
H -1.58 -1.24 -6.16  0.18

Summary:
**Gap between HOMO and LUMO**: 6.3 eV
**Net charge**: -1
**Energy above the lowest of the compared OMol25 structures with the same formula, charge and spin**: 22.9 kcal/mol
**E_LUMO**: 2.49 eV
**HOMO**: -3.8 eV

---

# 2
ORCA calculation (ωB97M-V with the def2-TZVPD basis set) on C25H24ClN2OPdSe2Si as an isolated structure.

Each line ends with the natural charge from an NBO analysis.
CARTESIAN COORDINATES (ANGSTROEM)
Pd -0.90 0.86 0.13  0.84
Cl -7.60 -1.10 -1.63  0.02
C -6.00 -0.89 -0.99  -0.08
C -5.30 -2.00 -0.49  -0.15
C -4.04 -1.86 0.03  -0.27
C -3.40 -0.61 0.07  0.40
O -2.19 -0.55 0.57  -0.69
C -4.13 0.50 -0.41  -0.19
C -3.60 1.81 -0.33  0.20
N -2.44 2.11 0.18  -0.48
C -2.05 3.45 0.41  0.10
C -2.88 4.47 0.79  -0.19
C -2.35 5.77 0.99  -0.18
C -1.02 6.02 0.81  -0.18
C -0.15 4.97 0.43  -0.09
C 1.24 5.14 0.20  -0.08
C 1.99 4.08 -0.20  -0.27
C 1.39 2.81 -0.31  0.10
N 0.12 2.61 -0.07  -0.45
C -0.67 3.69 0.26  0.21
C -5.42 0.34 -0.96  -0.17
H -5.78 -2.97 -0.51  0.24
H -3.52 -2.72 0.45  0.24
H -4.21 2.63 -0.70  0.21
H -3.93 4.28 0.95  0.23
H -3.02 6.56 1.29  0.24
H -0.62 7.01 0.96  0.23
H 1.68 6.12 0.32  0.24
H 3.05 4.18 -0.41  0.24
H 1.96 1.95 -0.60  0.21
H -5.96 1.20 -1.34  0.23
C 3.72 0.41 -1.49  -1.16
Si 3.29 -0.48 0.09  1.61
C 3.62 0.47 1.63  -1.16
C 4.03 -2.16 0.07  -1.16
Se 0.94 -0.77 0.15  -0.36
H 4.68 0.04 -1.85  0.27
H 3.81 1.49 -1.38  0.24
H 2.98 0.20 -2.26  0.27
H 4.70 0.65 1.72  0.26
H 3.30 -0.11 2.50  0.27
H 3.10 1.43 1.66  0.25
H 5.12 -2.05 -0.03  0.26
H 3.67 -2.74 -0.78  0.27
H 3.83 -2.71 0.98  0.26
Se -0.38 -2.75 -0.17  0.34
C 0.82 -4.22 -0.11  -0.24
C 1.77 -4.36 0.89  -0.25
C 2.59 -5.47 0.93  -0.14
C 2.45 -6.46 -0.04  -0.21
C 1.49 -6.34 -1.03  -0.20
C 0.67 -5.22 -1.07  -0.22
H 1.85 -3.59 1.65  0.22
H 3.32 -5.58 1.71  0.21
H 3.09 -7.34 -0.01  0.23
H 1.38 -7.11 -1.78  0.23
H -0.07 -5.11 -1.85  0.23

Summary:
**Gap between HOMO and LUMO**: 6.6 eV
**Net charge**: +1
**Energy above the lowest of the compared OMol25 structures with the same formula, charge and spin**: 0.0 kcal/mol
**E_LUMO**: -3.74 eV
**HOMO**: -10.4 eV

---

# 3
ORCA calculation (ωB97M-V with the def2-TZVPD basis set) on C28H33N4NdO5S4 as an isolated structure at a distorted geometry.

Each line ends with the Mulliken charge.
CARTESIAN COORDINATES (ANGSTROEM)
Nd -0.34 0.10 -0.19  0.20
C 4.03 1.30 1.92  -0.94
C 2.98 2.17 2.62  -0.85
S 1.68 2.86 1.59  0.14
C 2.65 3.86 0.45  -0.96
C 2.27 3.66 -1.02  -0.76
S 2.25 1.97 -1.65  0.34
C 3.96 1.48 -1.37  -1.22
C 4.17 0.16 -0.63  -0.44
S 3.34 -0.06 0.95  0.13
H 4.65 1.92 1.28  0.38
H 4.69 0.89 2.68  0.54
H 2.45 1.57 3.37  0.35
H 3.49 2.95 3.18  0.45
H 2.52 4.92 0.68  0.56
H 3.71 3.65 0.59  0.41
H 1.25 4.02 -1.19  0.26
H 2.93 4.26 -1.65  0.49
H 4.47 1.40 -2.34  0.58
H 4.46 2.29 -0.84  0.50
H 3.80 -0.67 -1.24  -0.14
H 5.24 0.00 -0.51  0.61
O -2.63 0.33 0.65  -0.48
C -2.13 1.32 1.24  0.83
O -0.95 1.21 1.71  -0.33
C -2.74 2.68 1.17  0.02
C -3.66 3.15 2.08  -0.43
C -4.14 4.45 1.95  -0.65
C -3.68 5.24 0.91  -0.48
C -2.76 4.75 -0.01  -0.72
C -2.26 3.45 0.10  0.60
S -1.15 2.74 -1.09  -0.52
H -4.01 2.52 2.89  0.48
H -4.86 4.84 2.66  0.40
H -4.04 6.26 0.80  0.37
H -2.43 5.37 -0.83  0.44
O -0.48 0.28 -2.76  -0.11
C -1.51 -0.18 -3.58  -0.81
C -2.48 -1.07 -2.85  0.62
C -3.56 -1.62 -3.54  -1.10
C -4.48 -2.37 -2.85  -0.34
C -4.32 -2.54 -1.48  -1.26
C -3.24 -1.96 -0.88  -0.12
N -2.30 -1.26 -1.54  0.57
H 0.38 -0.04 -3.14  0.13
H -1.09 -0.73 -4.43  0.46
H -2.07 0.67 -3.99  0.31
H -3.66 -1.43 -4.60  0.49
H -5.33 -2.81 -3.37  0.41
H -5.04 -3.10 -0.89  0.43
H -3.11 -2.01 0.20  0.69
O 1.67 -2.66 0.50  -0.49
C 1.81 -2.59 -0.70  -0.07
C 2.52 -3.64 -1.54  -0.64
C 2.51 -3.05 -2.93  -0.71
C 1.74 -1.75 -2.76  0.19
O 1.54 -0.98 -3.70  -0.82
N 1.32 -1.55 -1.48  0.54
H 1.99 -4.59 -1.45  0.31
H 3.52 -3.79 -1.12  0.26
H 2.00 -3.66 -3.68  0.37
H 3.49 -2.81 -3.34  0.29
N -1.09 -4.60 4.68  -0.50
C -0.94 -3.68 3.68  0.95
C -0.60 -2.36 3.94  -0.89
C -0.51 -1.46 2.90  -0.63
N -0.73 -1.78 1.62  0.58
C -1.03 -3.06 1.37  -0.47
C -1.16 -4.03 2.34  -1.06
H -0.69 -4.39 5.58  0.21
H -1.08 -5.58 4.44  0.22
H -0.40 -2.02 4.95  0.35
H -0.24 -0.43 3.10  0.48
H -1.16 -3.33 0.33  0.70
H -1.42 -5.04 2.06  0.31

Summary:
**Spin multiplicity**: 4
**Gap between HOMO and LUMO (alpha / beta)**: 7.0 / 7.1 eV
**Net charge**: 0
**Energy above the lowest of the compared OMol25 structures with the same formula, charge and spin**: 15.2 kcal/mol
**<S²>**: 3.753
**E_LUMO (alpha / beta)**: 0.42 / 0.42 eV
**HOMO (alpha / beta)**: -6.6 / -6.6 eV

---

# 4
ORCA calculation (ωB97M-V with the def2-TZVPD basis set) on C3H7NS as an isolated structure at a distorted geometry.

Each line ends with the natural charge from an NBO analysis.
CARTESIAN COORDINATES (ANGSTROEM)
C 0.81 0.26 -0.42  -0.28
C -0.33 0.16 0.43  -0.34
C -1.58 0.55 -0.14  -0.47
H 1.05 -1.81 0.43  0.32
H 2.05 -0.45 0.84  0.33
H 1.39 1.19 -0.46  0.21
H 0.37 0.21 -1.43  0.19
H -0.06 0.15 1.59  0.24
H -2.30 0.92 0.69  0.23
H -1.90 0.91 -1.16  0.26
N 1.70 -0.82 -0.18  -0.76
S -1.20 -1.26 -0.18  0.08

Summary:
**Gap between HOMO and LUMO**: 9.6 eV
**Net charge**: 0
**Energy above the lowest of the compared OMol25 structures with the same formula, charge and spin**: 77.2 kcal/mol
**E_LUMO**: 0.70 eV
**HOMO**: -8.9 eV